w:
Computed, not measured: a cluster of 2 separate species, C4H9OS in total, with ωB97M-V/def2-TZVPD.

Summary:
HOMO-LUMO gap: 6.61 eV
net charge: -1
HOMO level: -2.71 eV

Each line ends with the Löwdin charge.
Positions of all 15 atoms, in Å:
S  -2.349  1.355  -0.122  0.16
O  0.651  1.779  0.345  -0.12
C  -2.226  0.882  -1.889  -0.67
C  0.994  0.476  0.290  -0.31
C  1.209  -0.349  1.306  -0.19
C  1.555  -1.794  1.259  -0.14
H  -1.257  0.388  -2.067  -0.02
H  1.638  -2.126  0.206  0.07
H  -3.023  0.182  -2.132  -0.03
H  -2.285  1.759  -2.536  -0.02
H  0.765  -2.388  1.735  0.06
H  1.192  -0.030  -0.676  0.11
H  2.510  -2.024  1.747  0.06
H  -0.361  1.800  0.246  -0.08
H  0.986  0.090  2.289  0.10

***

x:
Computed, not measured: a cluster of 2 separate species, C4H9OS in total, with ωB97M-V/def2-TZVPD.

Summary:
HOMO-LUMO gap: 5.94 eV
net charge: -1
HOMO level: -2.43 eV

Each line ends with the Löwdin charge.
Positions of all 15 atoms, in Å:
S  1.607  0.451  0.746  0.13
O  -3.037  1.154  0.314  -0.06
C  2.046  -2.166  -0.239  -0.26
C  -1.696  1.439  0.112  -0.29
C  -1.277  2.709  0.132  -0.04
C  0.995  -1.035  -0.117  -0.87
H  -1.939  3.561  0.388  0.05
H  3.060  -1.836  -0.516  0.04
H  1.772  -2.904  -1.029  0.04
H  0.089  -1.508  0.321  0.03
H  -0.890  0.644  0.066  0.04
H  -3.198  0.196  0.282  0.09
H  0.629  -0.740  -1.126  0.03
H  -0.211  2.852  0.012  0.01
H  2.050  -2.817  0.654  0.05

***

Name the least stable of them. x.